The following is a DFT calculation (the ωB97M-V functional and the def2-TZVPD basis) of C28H35CuN5P2Se as an isolated structure at a distorted geometry.

Structure (XYZ):
```
72
C28H35CuN5P2Se the ωB97M-V functional and the def2-TZVPD basis
Cu 1.34486 -0.30086 2.03236
C 0.42262 -0.83437 -4.37535
C 0.06629 0.42000 -4.06902
C -1.36649 0.84714 -4.04468
C -2.38283 -0.19998 -3.50958
C -1.93236 -1.10487 -2.39762
C -1.35303 -2.28767 -2.60592
C -1.24298 -2.78521 -4.02091
C -0.49458 -1.84729 -5.00209
C 1.06805 -1.29048 3.73569
H 1.44646 -1.19375 -4.25462
H 0.80165 1.22570 -4.03969
H -1.69411 1.09698 -5.07111
H -1.46228 1.76031 -3.44035
H -3.24701 0.36480 -3.12388
H -2.74815 -0.77716 -4.36979
H -2.32672 -0.80167 -1.42411
H -1.09658 -2.98570 -1.79931
H -2.24343 -2.92968 -4.46245
H -0.72499 -3.74667 -4.02858
H 0.15554 -2.49177 -5.61433
H -1.20543 -1.37645 -5.69888
H 2.11457 -1.62183 3.76671
H 0.40794 -2.16043 3.80736
H 0.90580 -0.58537 4.55833
P -0.84945 -0.41421 1.93418
P 1.34140 1.54131 0.75023
N -1.38144 -2.07950 1.64885
N -1.92948 0.14300 3.16090
N 2.30477 0.73022 -0.47759
N 2.12192 3.08694 0.65759
C -1.31434 0.56253 0.46026
C -0.39971 1.77680 0.16633
C -0.46525 -3.14579 1.66983
C -1.15360 -4.34046 1.50446
C -2.54388 -4.01207 1.36251
C -2.65393 -2.62694 1.46575
C -1.95125 -0.36671 4.47744
C -2.81651 0.41083 5.23233
C -3.33794 1.43842 4.37733
C -2.77588 1.25848 3.12387
C 3.09191 -0.42345 -0.26692
C 3.40085 -0.96680 -1.50686
C 2.89335 -0.06804 -2.49930
C 2.21220 0.94357 -1.84366
C 2.44656 3.88300 -0.45713
C 3.14159 5.00206 -0.01964
C 3.27761 4.89898 1.40545
C 2.63075 3.74105 1.79431
H -2.37839 0.84865 0.51877
H -1.19638 -0.13118 -0.37678
H -0.38836 2.00498 -0.91435
H -0.79161 2.63783 0.73584
H 0.58054 -2.95713 1.84255
H -0.70749 -5.32267 1.47699
H -3.33803 -4.72949 1.20705
H -3.51500 -1.98136 1.41543
H -1.32010 -1.20350 4.75594
H -3.01981 0.27786 6.28520
H -4.00960 2.22497 4.68106
H -2.88278 1.82013 2.21291
H 3.39517 -0.73169 0.72840
H 3.89541 -1.91249 -1.68151
H 2.97498 -0.15218 -3.56919
H 1.63124 1.77106 -2.22991
H 2.14882 3.57332 -1.44554
H 3.51617 5.81674 -0.62308
H 3.79192 5.58751 2.06520
H 2.53412 3.28269 2.76936
Se 4.04599 2.21922 4.98685
C 3.45685 1.17019 3.70481
N 3.07324 0.51960 2.78533
```

Output
- LUMO energy (spin up / spin down): -0.29 / -0.74 eV
- Molar mass: 646.1 g/mol
- Orbital gap (spin up / spin down): 6.75 / 6.61 eV
- Electronic energy: -165613.0764 eV
- Charge: 0
- Relative energy (zero: lowest compared OMol25 entry of this formula, charge and spin): 0.0 kJ/mol
- E_HOMO (spin up / spin down): -7.0 / -7.4 eV
- Multiplicity: 2

---

The following is a DFT calculation (the ωB97M-V functional and the def2-TZVPD basis) of a 7-piece molecular cluster, C28H52O14 overall at a distorted geometry.

Structure (XYZ):
```
94
C28H52O14 the ωB97M-V functional and the def2-TZVPD basis
C -1.75523 2.31154 3.05554
C -2.06258 3.07123 4.34500
O -1.09019 2.72310 5.34380
C -1.53799 2.51269 6.59295
C -0.38944 2.26987 7.54018
O -2.69167 2.47956 6.92017
H -0.77887 1.83355 3.08103
H -1.89140 2.93375 2.17390
H -2.51970 1.53038 3.05065
H -1.96673 4.14928 4.17163
H -3.11033 2.95878 4.61090
H 0.25676 3.14376 7.57023
H 0.21722 1.48471 7.07872
H -0.80371 1.90942 8.47422
C -1.51424 -3.77041 2.26973
C -2.85600 -4.43267 2.49612
O -2.59137 -5.71422 3.10315
C -3.52965 -6.31669 3.81741
C -3.08577 -7.66510 4.31300
O -4.58950 -5.84403 4.12482
H -1.62686 -2.71446 2.03445
H -1.05312 -4.24048 1.39618
H -0.81505 -3.91687 3.09077
H -3.47467 -3.86075 3.19290
H -3.46034 -4.61577 1.60895
H -3.44940 -8.50356 3.71591
H -3.26422 -7.87776 5.36056
H -2.00841 -7.73405 4.12258
C 5.16599 4.10271 -4.33861
C 5.22840 2.73358 -3.63023
O 5.00981 2.93693 -2.22844
C 5.45367 2.04498 -1.36963
C 5.59806 2.60480 0.03769
O 5.66117 0.87838 -1.60165
H 6.10952 4.62058 -4.19243
H 4.33618 4.74074 -4.03952
H 4.98675 3.85121 -5.38586
H 4.47885 2.06426 -4.04327
H 6.23705 2.38611 -3.84337
H 6.43069 3.30565 -0.01667
H 5.71126 1.80063 0.75182
H 4.68176 3.15957 0.24567
C -0.67173 -0.48232 0.45251
C -0.19198 0.87126 -0.06883
O 0.92412 0.67842 -0.94964
C 0.71744 0.14284 -2.14120
C 1.95461 0.10697 -2.99123
O -0.33734 -0.26315 -2.56033
H 0.13015 -1.17696 0.73530
H -1.02656 -1.08834 -0.38432
H -1.31255 -0.30337 1.31428
H -1.04419 1.40247 -0.49793
H 0.19671 1.52230 0.71252
H 1.77142 -0.20133 -4.01441
H 2.75397 -0.51964 -2.58710
H 2.43535 1.08983 -3.00700
C -0.81801 3.80555 -3.42650
C -2.11252 3.90190 -2.63387
O -2.41987 2.62385 -2.07539
C -3.36342 1.86586 -2.66337
C -3.56662 0.55612 -1.98537
O -3.98753 2.21034 -3.62686
H -0.08160 3.18109 -2.92146
H -0.40527 4.77777 -3.69972
H -0.99006 3.33317 -4.39832
H -2.02759 4.54610 -1.75763
H -2.94117 4.23675 -3.25868
H -4.64422 0.53259 -1.80310
H -3.09792 0.47403 -1.00878
H -3.26829 -0.24220 -2.65816
O 2.78400 -0.29303 -10.15424
C 2.69633 -0.93469 -9.15507
C 3.78358 -1.80602 -8.54693
C 3.17340 -2.09846 -7.17192
C 1.66636 -1.99125 -7.40637
O 1.54719 -0.99258 -8.44188
H 3.79759 -2.72024 -9.14188
H 4.76014 -1.33831 -8.53668
H 3.34789 -3.15435 -6.95664
H 3.56149 -1.44099 -6.40000
H 1.24446 -2.95519 -7.68496
H 1.18683 -1.62353 -6.50202
O -4.35640 -1.18264 4.35274
C -3.23686 -1.15002 4.75924
C -2.74541 -1.43152 6.16275
C -1.28097 -1.71598 5.94552
C -0.97601 -0.88133 4.71529
O -2.17960 -0.96768 3.91574
H -2.99509 -0.66286 6.89670
H -3.29181 -2.30102 6.53192
H -0.60128 -1.36986 6.72839
H -1.16414 -2.79411 5.83802
H -0.83451 0.17144 4.96317
H -0.10917 -1.28260 4.19280
```

Output
- LUMO energy: 0.29 eV
- Molar mass: 612.7 g/mol
- Orbital gap: 10.45 eV
- Electronic energy: -58545.0611 eV
- Charge: 0
- Relative energy (zero: lowest compared OMol25 entry of this formula, charge and spin): 0.0 kJ/mol
- Structure (SMILES): CCOC(C)=O.CCOC(C)=O.CCOC(C)=O.CCOC(C)=O.CCOC(C)=O.O=C1CCCO1.O=C1CCCO1
- E_HOMO: -10.2 eV
- Multiplicity: 1

---

The following is a DFT calculation (the ωB97M-V functional and the def2-TZVPD basis) of C13H33InNNb as an isolated structure at a distorted geometry.

Structure (XYZ):
```
49
C13H33InNNb the ωB97M-V functional and the def2-TZVPD basis
C 3.18399 2.01363 0.68636
C 2.51851 1.98728 -0.72887
C 3.00703 0.76839 -1.58113
C 1.91522 -0.34062 -1.80666
C 2.23199 -1.66456 -1.00325
C 1.03918 -2.17549 -0.09329
C 1.48318 -2.51764 1.37026
C 0.84466 -1.72215 2.54908
C -0.62896 -1.29320 2.38635
Nb -0.73823 0.95330 1.83992
N -2.35834 0.44901 0.49517
C -2.23502 1.27241 -0.68576
C -3.54007 1.35303 -1.58271
C -4.69307 0.41252 -1.14164
C -4.35595 -1.10170 -1.30629
H 4.24871 2.28719 0.53667
H 3.16121 1.02359 1.18252
H 2.72356 2.76980 1.34250
H 1.42065 2.08029 -0.69497
H 2.87773 2.90470 -1.23467
H 3.29395 1.16661 -2.57492
H 3.94244 0.37163 -1.09974
H 0.89568 0.03688 -1.63607
H 1.97122 -0.60510 -2.87945
H 3.15107 -1.47382 -0.41985
H 2.45958 -2.46861 -1.72295
H 0.20839 -1.46272 -0.19440
H 0.69999 -3.12126 -0.55378
H 1.36175 -3.60084 1.53298
H 2.57432 -2.33415 1.41184
H 0.85351 -2.40179 3.43605
H 1.45505 -0.84747 2.87341
H -1.11830 -1.30185 3.39497
H -1.19998 -1.91885 1.68019
H 0.54890 0.55529 0.58902
H -0.67391 2.67453 1.25362
H -1.97348 1.32399 3.11806
H 0.62183 1.28837 3.00007
H -3.20363 0.66189 1.03715
H -1.97163 2.33908 -0.41568
H -1.40647 0.92665 -1.32783
H -3.24596 1.08961 -2.61602
H -3.92722 2.38413 -1.61200
H -4.94620 0.58521 -0.07770
H -5.60883 0.66011 -1.70573
H -4.44324 -1.36057 -2.37219
H -3.32944 -1.34341 -0.97048
H -5.06749 -1.68383 -0.70343
In 5.97213 0.40050 -0.97474
```

Output
- LUMO energy: -10.63 eV
- Molar mass: 411.1 g/mol
- Orbital gap: 4.64 eV
- Electronic energy: -22202.1170 eV
- Charge: +2
- Relative energy (zero: lowest compared OMol25 entry of this formula, charge and spin): 94.6 kJ/mol
- E_HOMO: -15.3 eV
- Multiplicity: 1

---

The following is a DFT calculation (the ωB97M-V functional and the def2-TZVPD basis) of a 4-piece molecular cluster, C12H19F3O10PS2 overall at a distorted geometry.

Structure (XYZ):
```
47
C12H19F3O10PS2 the ωB97M-V functional and the def2-TZVPD basis
C -2.30045 0.54649 0.48865
C -1.90250 -0.91149 0.36452
O -0.80863 -1.10740 -0.55988
C 0.43589 -0.96631 -0.04697
S 1.07045 0.80612 -0.28680
P 2.99869 0.58273 -1.34662
S 3.55361 -1.25511 -1.43826
H -1.46015 1.19641 0.75118
H -2.76538 0.90020 -0.43131
H -3.02410 0.64023 1.29455
H -2.73797 -1.46950 -0.05277
H -1.69337 -1.36983 1.33058
H 1.14774 -1.59158 -0.59110
H 0.52091 -1.14464 1.02641
H 0.22153 1.31302 -1.19620
H 3.85295 1.33246 -0.54008
H 2.80360 1.11711 -2.60452
C 1.40643 -4.82780 -3.44074
C 2.56653 -5.15082 -2.52263
O 3.00455 -6.39487 -3.01533
C 2.68496 -6.45509 -4.34529
O 3.12033 -7.23944 -5.11042
O 1.80096 -5.46858 -4.65156
F 2.17328 -5.28597 -1.23017
H 0.48207 -5.27519 -3.07112
H 1.26072 -3.76242 -3.60022
H 3.39017 -4.43497 -2.56601
C -5.68953 0.41168 4.93667
C -4.51860 0.05175 5.82853
O -3.84451 -0.93002 5.05176
C -4.11759 -0.68532 3.74975
O -3.53055 -1.16649 2.83287
O -5.14256 0.18197 3.62984
F -4.90720 -0.49362 6.99742
H -6.52981 -0.26299 5.10192
H -6.01889 1.44107 5.03856
H -3.83159 0.87488 6.03244
C 2.02700 6.41402 -1.24928
C 3.46381 6.05054 -0.92751
O 3.36664 4.62709 -0.74720
C 2.32991 4.20512 -1.47754
O 2.13227 3.04425 -1.74765
O 1.55537 5.20454 -1.88115
F 3.89893 6.60914 0.21042
H 1.45052 6.58913 -0.34130
H 1.92452 7.26018 -1.92046
H 4.17907 6.24933 -1.72600
```

Output
- LUMO energy: -3.55 eV
- Molar mass: 475.4 g/mol
- Orbital gap: 9.26 eV
- Electronic energy: -72331.3595 eV
- Charge: +1
- E_HOMO: -12.8 eV
- Multiplicity: 1

---

The following is a DFT calculation (the ωB97M-V functional and the def2-TZVPD basis) of C3HCoO3 as an isolated structure at a distorted geometry.

Structure (XYZ):
```
8
C3HCoO3 the ωB97M-V functional and the def2-TZVPD basis
O -0.10995 -0.92967 0.59677
Co -2.92215 0.77919 1.58869
O -1.77244 0.54131 0.23913
C -0.57764 0.22461 0.10526
O 0.27859 0.80850 -0.64104
C 1.61284 -0.21534 -0.61326
H 2.27369 -0.02421 -1.44780
C 1.21708 -1.18439 0.17225
```

Output
- LUMO energy (spin up / spin down): -0.11 / -3.01 eV
- Molar mass: 144.0 g/mol
- Orbital gap (spin up / spin down): 8.25 / 5.33 eV
- Electronic energy: -46889.2221 eV
- Charge: 0
- Relative energy (zero: lowest compared OMol25 entry of this formula, charge and spin): 0.0 kJ/mol
- E_HOMO (spin up / spin down): -8.4 / -8.3 eV
- Multiplicity: 5

---

The following is a DFT calculation (the ωB97M-V functional and the def2-TZVPD basis) of C14H32N6O6RhS as an isolated structure at a distorted geometry.

Structure (XYZ):
```
60
C14H32N6O6RhS the ωB97M-V functional and the def2-TZVPD basis
O -0.07547 3.64798 -1.15170
H 0.42179 4.38020 -1.55760
Rh 0.26026 0.22469 -0.17211
N -1.28068 1.34724 0.30442
N 1.01433 1.06333 1.46164
N -0.65870 -0.89244 -1.53411
N 1.55380 -1.30267 -0.30948
O -2.44438 1.23791 -0.13674
O -1.87439 -0.71517 -2.08158
O 2.63239 -1.47899 0.48427
O 2.10805 0.69691 2.00950
C 0.21998 2.03686 1.98812
C -1.02206 2.20838 1.34655
C -0.03754 -2.03124 -1.84271
C 1.17468 -2.29264 -1.10963
C -2.04559 3.26180 1.58827
H -2.13105 3.89277 0.69168
H -1.76333 3.89010 2.43947
H -3.02457 2.80318 1.78659
C 0.73699 2.82873 3.13661
H 1.71431 3.26642 2.90134
H 0.84509 2.21708 4.04033
H 0.03845 3.64089 3.35457
C -0.62315 -2.93726 -2.87388
C 1.91429 -3.59455 -1.19975
H -1.33461 -2.39986 -3.51012
H -1.15587 -3.76906 -2.39025
H 0.17033 -3.37341 -3.49859
H 2.57014 -3.78047 -0.33837
H 2.53551 -3.61434 -2.10995
H 1.21190 -4.43810 -1.27734
H -2.11002 0.23630 -1.88279
H 2.59781 -0.66807 1.10408
C 1.19762 1.54551 -1.23706
H 0.60081 2.81907 -1.13485
H 1.15328 1.30670 -2.30767
H 2.22010 1.74072 -0.87653
O -1.55863 1.99741 -2.62825
H -1.12376 2.78075 -2.17887
H -1.68230 2.27240 -3.55291
C 1.90705 -2.42742 3.51706
N 1.00716 -3.37530 2.89159
C 1.61096 -4.64565 2.50537
C -0.22032 -3.02505 2.41215
S -0.65687 -1.44288 1.95797
N -1.13748 -4.03668 2.32022
C -1.22659 -5.06202 3.37559
C -2.41222 -3.74999 1.67958
H 2.24271 -2.84863 4.48010
H 1.37974 -1.48434 3.68725
H 2.79232 -2.25031 2.88766
H 1.93798 -5.18656 3.40389
H 0.88979 -5.24572 1.95972
H 2.49262 -4.47316 1.87096
H -2.07782 -4.86450 4.04720
H -1.39163 -6.04612 2.90729
H -0.31516 -5.09580 3.96544
H -2.86998 -2.83629 2.09571
H -2.25850 -3.59344 0.60205
H -3.07055 -4.61292 1.84547
```

Output
- LUMO energy (spin up / spin down): -3.18 / -6.65 eV
- Molar mass: 515.4 g/mol
- Orbital gap (spin up / spin down): 5.56 / 4.51 eV
- Electronic energy: -50090.2023 eV
- Charge: +1
- Relative energy (zero: lowest compared OMol25 entry of this formula, charge and spin): 85.7 kJ/mol
- E_HOMO (spin up / spin down): -8.7 / -11.2 eV
- Multiplicity: 5

---

The following is a DFT calculation (the ωB97M-V functional and the def2-TZVPD basis) of C13H16O3 in the gas phase.

Structure (XYZ):
```
32
C13H16O3 the ωB97M-V functional and the def2-TZVPD basis
C 4.84499 -0.67300 2.02134
C 5.10362 0.05898 0.71111
C 4.47014 -0.65999 -0.48895
C 2.97440 -0.67215 -0.38822
C 2.24273 0.47327 -0.68849
C 0.86833 0.49778 -0.56458
C 0.18137 -0.63782 -0.13430
C -1.29025 -0.70056 0.02470
O -1.85857 -1.73812 0.28432
C -2.05438 0.59956 -0.15604
C -3.53858 0.41332 0.16154
C -4.34296 1.63633 -0.18627
O -5.06975 2.23306 0.56062
O -4.17062 2.01129 -1.46420
C 0.91494 -1.78887 0.15920
C 2.28866 -1.80460 0.03654
H 5.25098 -1.68156 1.98207
H 3.77745 -0.73914 2.21923
H 5.31593 -0.14700 2.84845
H 6.18020 0.13617 0.54486
H 4.70095 1.07199 0.77563
H 4.76870 -0.14418 -1.40460
H 4.84864 -1.68278 -0.53272
H 2.76252 1.35791 -1.02841
H 0.33675 1.40282 -0.81419
H -1.62197 1.36392 0.49256
H -1.94124 0.92309 -1.19332
H -3.68035 0.18591 1.21794
H -3.91808 -0.42751 -0.42403
H -4.71492 2.78964 -1.66026
H 0.37770 -2.66608 0.48779
H 2.83821 -2.70484 0.27054
```

Output
- LUMO energy: 0.24 eV
- Molar mass: 220.3 g/mol
- Orbital gap: 9.65 eV
- Electronic energy: -19884.0432 eV
- Charge: 0
- Relative energy (zero: lowest compared OMol25 entry of this formula, charge and spin): 1.5 kJ/mol
- Structure (SMILES): CCCc1ccc(C(=O)CCC(=O)O)cc1
- E_HOMO: -9.4 eV
- Multiplicity: 1

---

The following is a DFT calculation (the ωB97M-V functional and the def2-TZVPD basis) of a 3-piece molecular cluster, H3OS overall at a distorted geometry.

Structure (XYZ):
```
5
H3OS the ωB97M-V functional and the def2-TZVPD basis
S 0.41200 1.77701 0.34923
H -1.39426 0.15485 0.23838
H -0.30551 -0.17275 0.12421
H 1.08902 -0.65419 -0.52588
O 0.19875 -1.10492 -0.18594
```

Output
- LUMO energy: 3.12 eV
- Molar mass: 51.1 g/mol
- Orbital gap: 6.65 eV
- Electronic energy: -12928.1280 eV
- Charge: -1
- Relative energy (zero: lowest compared OMol25 entry of this formula, charge and spin): 442.5 kJ/mol
- E_HOMO: -3.5 eV
- Multiplicity: 1